# 1
Below is a cluster of 9 separate species, H17O9 in total in a non-equilibrium geometry, with properties calculated with wB97M-V/def2-TZVPD.

frontier orbital gap: 0.355 Ha
LUMO: 3.2 eV
HOMO: -6.4 eV
ΔE to the lowest compared entry with this formula, charge and spin: 19.16 kcal per mole
net charge: -1

Geometry as XYZ:
```
26
Properties=species:S:1:pos:R:3:nbo_charge:R:1
O -2.4359 -0.0123 1.6794 -1.021
H 0.8325 -1.0892 -2.5926 0.462
H -1.6530 -1.5851 -1.3088 0.501
O 0.7908 -3.7137 -0.3669 -0.965
H 0.6123 -3.5932 -1.3223 0.482
O 0.7190 -0.2291 -0.0627 -1.207
H 0.3219 -0.5794 0.7727 0.443
H 0.2555 -1.0142 -1.1033 0.496
O 2.7479 2.4407 1.3350 -0.983
H -2.2398 3.1508 -0.6974 0.481
H 1.9502 2.8849 1.0859 0.467
O -2.4383 -1.8451 -0.8330 -0.964
H -2.2119 -0.8038 1.1412 0.494
H 2.6431 1.4699 1.3702 0.505
O -2.9649 2.6532 -1.0283 -0.964
H 2.4072 -0.1912 0.0321 0.519
H -2.8819 1.7132 -0.8349 0.484
O 0.2274 -1.5778 -2.0207 -1.089
H -3.0645 -1.1578 -1.0194 0.459
H 0.5213 -2.7896 -0.1592 0.476
O -0.1715 1.9997 1.2053 -1.014
H 0.4500 1.3138 0.8564 0.521
H 0.1691 2.3278 2.0744 0.469
O 3.3075 -0.0939 0.4654 -1.017
H 3.9246 -0.4701 -0.1477 0.461
H -1.8186 0.7917 1.4790 0.507
```

---

# 2
Below is a structure of composition C15H29OSTb in a non-equilibrium geometry, with properties calculated with wB97M-V/def2-TZVPD.

frontier orbital gap (spin up / spin down): 0.292 / 0.316 Ha
LUMO (spin up / spin down): -7.2 / -6.6 eV
HOMO (spin up / spin down): -15.2 / -15.2 eV
⟨S²⟩: 12.769
ΔE to the lowest compared entry with this formula, charge and spin: 0.00 kcal per mole
multiplicity: 7
net charge: +2

Geometry as XYZ:
```
47
Properties=species:S:1:pos:R:3:lowdin_charge:R:1
C 2.0862 2.8615 0.0410 -0.085
H 2.2124 3.3587 1.0205 0.102
H 2.5777 3.4831 -0.7189 0.100
H 2.6760 1.9605 0.0587 0.058
C 0.6007 2.6571 -0.2595 -0.362
H 0.4412 1.7640 -0.9030 0.020
H 0.0165 2.5337 0.6699 0.073
C 0.1315 3.9163 -0.9951 -0.082
H -0.9632 4.0001 -1.0928 0.089
H 0.4863 4.8037 -0.4548 0.099
H 0.5919 3.9219 -1.9954 0.095
C -0.6573 -2.2313 -0.9223 -0.348
C -1.0629 -1.1640 -1.7993 -0.350
C 0.1318 -0.4586 -2.2087 -0.324
C 1.2502 -1.0573 -1.5444 -0.321
C 0.7697 -2.1474 -0.7555 -0.334
C 1.6083 -3.0681 0.0639 -0.004
C 2.6784 -0.7233 -1.8006 -0.004
C 0.2048 0.6512 -3.2097 -0.010
C -2.4632 -0.7287 -2.0669 -0.008
C -1.5621 -3.1650 -0.1976 -0.011
Tb -0.2889 -0.1922 0.1769 1.837
H 3.3041 -1.0151 -0.9511 0.085
H 3.0491 -1.2618 -2.6881 0.121
H 2.8261 0.3491 -1.9865 0.084
H 2.6653 -2.7616 0.0361 0.088
H 1.2795 -3.0853 1.1198 0.092
H 1.5479 -4.1022 -0.3204 0.120
H -2.5602 -2.7205 -0.0882 0.089
H -1.6885 -4.1266 -0.7164 0.118
H -1.1591 -3.3775 0.8000 0.085
H -2.4820 0.2685 -2.5217 0.087
H -2.9614 -1.4282 -2.7521 0.123
H -3.0343 -0.7066 -1.1275 0.087
H 0.9482 1.4125 -2.9281 0.080
H 0.4964 0.2569 -4.1981 0.120
H -0.7740 1.1406 -3.3143 0.088
C -1.5898 -1.2675 4.5625 -0.198
S -2.0443 0.0198 3.3714 1.030
C -1.0250 1.3967 3.9396 -0.213
O -1.2534 -0.4527 2.0850 -0.757
H -2.3407 -1.3332 5.3660 0.085
H -0.6129 -1.0398 5.0044 0.070
H -1.5618 -2.2219 4.0219 0.074
H -0.1464 1.0495 4.4997 0.075
H -0.7039 2.0108 3.0826 0.055
H -1.6447 2.0205 4.5973 0.082
```

---

# 3
Below is a cluster of 5 separate species, C46H94ClIN10O5PS2 in total in a non-equilibrium geometry, with properties calculated with wB97M-V/def2-TZVPD.

frontier orbital gap: 0.143 Ha
LUMO: -5.3 eV
HOMO: -9.2 eV
net charge: +1

Geometry as XYZ:
```
160
Properties=species:S:1:pos:R:3:lowdin_charge:R:1
C -3.0001 -2.2015 6.2484 -0.078
C -2.7233 -2.4272 4.6145 -0.208
O -3.5251 -1.4009 3.9312 -0.153
C -3.5738 -1.6141 2.4698 -0.374
O -4.4389 -2.7877 2.2773 0.013
C -5.7185 -2.5059 3.0084 -0.080
N -6.8887 -2.1486 3.4860 0.165
C -4.0443 -0.1385 1.9252 -0.179
C -4.9415 0.8471 2.8851 -0.130
C -4.1301 2.1418 3.4873 -0.245
C -5.2949 3.1387 4.1511 -0.565
Cl -4.6062 4.3464 5.3839 0.454
N -2.7729 0.5819 1.5132 -0.066
P -2.6385 1.1284 -0.1811 0.772
O -3.9775 0.9730 -1.0103 -0.319
O -1.3267 0.3689 -1.0781 -0.206
O -2.2005 2.8479 -0.0963 -0.206
C -1.6194 -0.2090 2.0965 -0.156
N -0.4301 0.2480 2.6095 -0.391
I 1.0153 -1.0121 3.4140 1.104
C -0.0860 1.7517 2.6240 -0.207
C 0.7381 2.1971 1.2775 -0.231
C 2.3962 2.1909 1.4840 -0.455
S 2.9394 4.0053 1.6770 0.752
C 2.5614 4.3527 3.5178 -0.948
S 3.6654 3.6914 4.6304 0.649
N 1.3152 5.1468 3.8445 -0.219
C 1.3388 6.5403 3.2562 -0.229
C -0.0805 6.8756 2.4500 -0.107
C 1.1368 5.1435 5.3471 -0.295
C -0.2621 5.9457 5.7907 -0.091
N -2.1367 -1.6325 2.0028 0.014
C -1.8175 -2.4005 0.7258 -0.111
C -0.4144 -3.2169 0.6043 0.029
C -0.2923 -3.9032 -0.8659 -0.023
C -1.4742 -3.7183 -1.9334 -0.091
N -2.7906 -3.0263 -1.8527 0.050
C -2.8520 -2.4122 -0.4981 -0.049
H -3.9781 -1.5235 6.3275 0.096
H -3.2271 -3.2150 6.7955 0.090
H -2.1450 -1.5679 6.7642 0.084
H -3.0578 -3.5362 4.4021 0.144
H -1.5553 -2.3006 4.4891 0.067
H -4.8139 -0.3940 1.0628 0.160
H -5.5347 0.2522 3.7330 0.130
H -5.7995 1.2941 2.1857 0.145
H -3.6101 2.8131 2.6496 0.097
H -3.3215 1.8086 4.2825 0.118
H -6.1798 2.4795 4.5432 0.096
H -5.7146 3.7608 3.2262 0.101
H -1.2689 0.7299 -2.0128 0.110
H -2.2082 3.1128 0.8885 0.062
H 0.5685 2.0388 3.5782 0.129
H -1.0684 2.4182 2.7162 0.128
H 0.5318 1.3704 0.4604 0.099
H 0.3792 3.2214 0.8040 0.117
H 2.7428 1.5235 2.3830 0.051
H 2.8408 1.7926 0.4525 0.107
H 1.5168 7.3299 4.1234 0.133
H 2.1926 6.7000 2.4387 0.121
H -0.7698 5.9290 2.3361 0.066
H -0.6817 7.6911 3.0708 0.084
H 0.0974 7.2949 1.3643 0.081
H 2.0099 5.7367 5.8585 0.122
H 1.0062 4.0399 5.7340 0.108
H -1.1122 5.5489 5.0820 0.075
H -0.4792 5.5975 6.9001 0.082
H -0.0478 7.0962 5.6933 0.082
H 0.4235 -3.2841 1.4180 0.049
H 0.6658 -4.5332 -1.1420 0.100
H -1.2763 -4.2265 -2.9982 0.120
H -3.8692 -1.8159 -0.2967 0.116
C 1.8983 -7.9754 -1.9656 -0.093
C 1.7416 -7.2778 -3.3161 -0.273
N 2.9550 -6.5972 -3.7796 -0.191
C 2.7191 -5.7123 -4.9254 -0.250
C 2.2720 -6.3542 -6.2349 -0.090
C 4.1654 -7.4162 -3.8656 -0.248
C 4.1227 -8.6503 -4.7626 -0.084
H 2.2377 -7.2750 -1.1959 0.071
H 0.9318 -8.3813 -1.6471 0.074
H 2.6002 -8.8108 -2.0166 0.066
H 0.9444 -6.5325 -3.1960 0.101
H 1.3817 -8.0060 -4.0492 0.098
H 3.6202 -5.1155 -5.1158 0.108
H 1.9570 -4.9778 -4.6333 0.102
H 3.0995 -6.8564 -6.7400 0.042
H 1.9057 -5.5814 -6.9185 0.077
H 1.4599 -7.0734 -6.0932 0.071
H 4.4316 -7.7432 -2.8527 0.101
H 5.0119 -6.7879 -4.1710 0.115
H 3.1995 -9.2233 -4.6472 0.070
H 4.9531 -9.3174 -4.5080 0.076
H 4.2404 -8.3853 -5.8150 0.056
C -6.2017 3.7055 -1.5635 -0.093
C -6.3584 4.4030 -2.9140 -0.263
N -5.1450 5.0836 -3.3775 -0.189
C -5.3809 5.9686 -4.5233 -0.251
C -5.8280 5.3267 -5.8328 -0.092
C -3.9346 4.2646 -3.4634 -0.248
C -3.9773 3.0306 -4.3605 -0.085
H -5.8623 4.4059 -0.7938 0.075
H -7.1682 3.2996 -1.2450 0.074
H -5.4998 2.8701 -1.6144 0.033
H -7.1556 5.1484 -2.7939 0.119
H -6.7183 3.6749 -3.6470 0.097
H -4.4798 6.5654 -4.7137 0.112
H -6.1430 6.7031 -4.2312 0.110
H -5.0005 4.8245 -6.3378 0.055
H -6.1943 6.0994 -6.5164 0.074
H -6.6401 4.6074 -5.6911 0.069
H -3.6684 3.9376 -2.4506 0.084
H -3.0881 4.8930 -3.7689 0.115
H -4.9005 2.4576 -4.2451 0.073
H -3.1469 2.3634 -4.1059 0.060
H -3.8596 3.2956 -5.4129 0.056
C 5.1798 -4.8755 -8.3150 -0.090
C 4.6154 -5.8611 -9.3372 -0.269
N 4.2572 -5.2488 -10.6206 -0.190
C 3.4719 -6.1364 -11.4850 -0.252
C 4.1444 -7.4091 -11.9898 -0.093
C 5.3150 -4.4974 -11.2984 -0.250
C 6.6027 -5.2411 -11.6419 -0.089
H 4.4865 -4.0467 -8.1404 0.080
H 5.3382 -5.3874 -7.3593 0.062
H 6.1437 -4.4688 -8.6290 0.065
H 3.7116 -6.2963 -8.8908 0.097
H 5.3274 -6.6818 -9.4658 0.098
H 3.1004 -5.5689 -12.3477 0.113
H 2.5673 -6.4290 -10.9356 0.108
H 4.8598 -7.1972 -12.7868 0.056
H 3.3909 -8.0824 -12.4110 0.072
H 4.6586 -7.9553 -11.1935 0.068
H 5.5787 -3.6352 -10.6732 0.100
H 4.9139 -4.0458 -12.2149 0.116
H 6.9546 -5.8742 -10.8238 0.068
H 7.3969 -4.5186 -11.8582 0.074
H 6.4837 -5.8578 -12.5348 0.056
C 2.8319 2.9236 8.2395 -0.106
C 3.2309 3.3245 9.6590 -0.262
N 3.1207 4.7623 9.9255 -0.188
C 3.7583 5.1674 11.1828 -0.250
C 3.1715 4.6229 12.4812 -0.092
C 1.8152 5.3718 9.6659 -0.248
C 0.6101 4.8097 10.4151 -0.086
H 3.4133 3.4760 7.4946 0.029
H 3.0251 1.8555 8.0911 0.073
H 1.7688 3.0903 8.0517 0.054
H 4.2781 3.0218 9.7903 0.120
H 2.6433 2.7357 10.3698 0.095
H 3.7847 6.2630 11.2409 0.113
H 4.8134 4.8669 11.1383 0.110
H 2.2389 5.1262 12.7436 0.056
H 3.8703 4.8009 13.3051 0.074
H 2.9880 3.5453 12.4386 0.068
H 1.6094 5.2987 8.5908 0.081
H 1.8721 6.4522 9.8507 0.118
H 0.5998 3.7173 10.4370 0.069
H -0.3122 5.1334 9.9212 0.067
H 0.5671 5.1804 11.4410 0.058
```

---

Number 1: electronic energy -18705.6943 eV. Number 2: electronic energy -51328.0080 eV. Number 3: electronic energy -125922.1490 eV.